Computed, not measured: a molecular structure, C18H31N3O3S in a non-equilibrium geometry, with the ωB97M-V functional and the def2-TZVPD basis.

```
! wB97M-V def2-TZVPD RIJCOSX def2/J DEFGRID3
* xyz 0 1
C 0.509 -2.082 3.876
H 1.528 -2.534 3.615
H -0.040 -2.074 2.785
C 0.599 -0.856 4.597
C 1.319 -1.157 6.006
H 0.588 -1.668 6.684
H 2.248 -1.273 6.121
H 1.161 -0.214 6.608
H -0.455 -0.545 4.787
C 1.494 0.175 3.873
N 0.880 0.438 2.617
C 1.807 -0.167 1.671
O 2.979 -0.911 1.790
C 1.662 0.373 0.139
C 1.076 1.074 -0.685
C 1.576 1.165 -1.891
C 2.708 0.183 -1.966
N 2.710 -0.217 -0.607
H 3.209 -1.020 -0.345
H 3.127 -0.156 -2.663
S 0.935 1.777 -3.374
O 0.050 3.126 -2.817
O 1.856 2.108 -4.326
N -0.218 0.943 -3.991
C -1.457 0.231 -3.300
C -2.421 -0.140 -4.248
C -1.655 -1.367 -4.862
C -0.732 -1.087 -5.646
C 0.471 -0.275 -4.595
H 1.347 0.043 -5.259
H 0.653 -1.164 -3.921
H -0.779 -0.463 -6.404
H -0.178 -1.913 -6.087
H -2.453 -1.829 -5.497
H -1.529 -2.129 -4.047
H -2.895 0.598 -4.949
H -3.254 -0.547 -3.609
H -1.710 1.698 -2.821
H -1.107 -0.191 -2.437
H 0.132 1.951 -0.315
C -0.008 1.507 2.269
H -0.227 2.175 3.393
H 0.187 2.001 1.578
C -1.267 0.652 2.182
C -1.471 -0.399 1.023
H -1.346 0.285 -0.157
H -2.249 -0.831 0.840
H -0.455 -0.915 0.798
C -2.591 1.553 1.993
H -3.538 1.208 2.056
H -2.386 2.249 1.132
H -2.579 2.240 2.886
H -1.669 -0.079 2.835
H 2.535 -0.101 3.827
H 1.495 1.258 4.362
H -0.172 -2.706 4.474
*
```

Properties
HOMO level: -8.70 eV
F_max: 0.373 hartree/bohr
gap between HOMO and LUMO: 8.86 eV
E: -40596.03366 eV
ΔE to the lowest compared entry with this formula, charge and spin: 507.5 kcal/mol

=====

Computed, not measured: 6 unconnected molecules or ions with the total composition C5H19NO5 in a non-equilibrium geometry, with the ωB97M-V functional and the def2-TZVPD basis.

```
! wB97M-V def2-TZVPD RIJCOSX def2/J DEFGRID3
* xyz 0 1
C 2.478 -0.859 1.328
C 1.204 -0.802 0.926
C 0.874 0.051 -0.226
C -0.358 0.350 -0.650
C -0.611 1.235 -1.843
N -1.572 -0.013 -0.083
H 2.833 -1.649 1.992
H 3.258 -0.174 1.008
H 0.556 -1.538 1.409
H 1.722 0.487 -0.756
H -0.851 0.634 -2.734
H 0.325 1.845 -1.948
H -1.329 2.022 -1.683
H -2.426 0.039 -0.601
H -1.436 -0.708 0.635
O 2.118 -1.413 -3.137
H 2.903 -1.432 -2.575
H 1.483 -1.785 -2.488
O 1.239 2.973 0.037
H 1.027 3.907 -0.094
H 0.657 2.753 0.777
O -1.996 2.650 1.182
H -1.827 2.111 0.396
H -2.625 2.184 1.729
O -1.422 -1.103 2.901
H -0.684 -1.485 3.381
H -2.207 -1.394 3.366
O -1.009 -2.733 -1.053
H -1.743 -3.348 -1.006
H -0.582 -2.806 -0.191
*
```

Properties
HOMO level: -7.44 eV
F_max: 0.048 hartree/bohr
gap between HOMO and LUMO: 7.57 eV
E: -17219.53447 eV
SMILES string: C=C/C=C(/C)N.O.O.O.O.O
ΔE to the lowest compared entry with this formula, charge and spin: 39.8 kcal/mol

=====

Computed, not measured: 5 unconnected molecules or ions with the total composition C77H53N2O13PS in a non-equilibrium geometry, with the ωB97M-V functional and the def2-TZVPD basis.

```
! wB97M-V def2-TZVPD RIJCOSX def2/J DEFGRID3
* xyz 0 1
C -2.023 -1.850 0.185
C -3.284 -2.637 0.551
C -4.368 -2.747 -0.557
C -4.235 -1.732 -1.654
C -3.717 -2.052 -2.916
P -3.163 -3.722 -3.349
N -2.525 -4.538 -2.190
O -2.133 -3.528 -4.600
O -4.450 -4.378 -4.047
C -3.585 -1.096 -3.921
C -3.974 0.210 -3.699
C -4.482 0.532 -2.458
C -4.626 -0.407 -1.445
C -5.202 0.099 -0.151
O -5.990 -0.514 0.527
C -4.740 1.472 0.225
C -4.495 1.826 1.533
C -4.042 3.100 1.810
C -3.849 4.029 0.804
N -3.405 5.328 1.225
C -4.096 6.288 0.973
S -5.026 7.484 0.578
C -4.074 3.701 -0.538
C -3.818 4.690 -1.658
O -2.632 5.407 -1.369
C -1.863 5.735 -2.505
C -0.440 6.005 -2.033
C -4.540 2.413 -0.784
C -4.867 1.953 -2.174
O -5.420 2.649 -2.994
H -1.461 -1.671 1.106
H -2.222 -0.867 -0.243
H -1.364 -2.436 -0.455
H -2.993 -3.647 0.838
H -3.727 -2.184 1.441
H -4.374 -3.758 -0.947
H -5.335 -2.597 -0.087
H -1.577 -4.791 -2.450
H -1.429 -2.933 -4.303
H -4.165 -5.071 -4.662
H -3.176 -1.366 -4.884
H -3.889 0.995 -4.438
H -4.649 1.125 2.342
H -3.830 3.387 2.831
H -3.684 4.129 -2.583
H -4.682 5.345 -1.810
H -2.231 6.653 -2.981
H -1.844 4.928 -3.244
H 0.185 6.333 -2.861
H -0.035 5.104 -1.572
H -0.461 6.759 -1.246
O -12.218 -5.120 -3.468
C -11.168 -4.788 -2.958
C -9.883 -5.421 -3.370
C -9.888 -6.388 -4.367
C -8.696 -6.956 -4.784
C -7.493 -6.561 -4.206
C -7.483 -5.610 -3.200
C -8.677 -5.042 -2.777
C -8.644 -4.032 -1.686
O -7.600 -3.740 -1.142
C -9.923 -3.381 -1.290
C -9.908 -2.406 -0.300
C -11.084 -1.771 0.059
C -12.279 -2.105 -0.569
C -12.301 -3.084 -1.549
C -11.125 -3.729 -1.910
H -10.825 -6.687 -4.816
H -8.701 -7.706 -5.564
H -6.562 -7.000 -4.542
H -6.551 -5.305 -2.745
H -8.974 -2.147 0.182
H -11.071 -1.009 0.828
H -13.196 -1.601 -0.293
H -13.228 -3.349 -2.038
O 5.567 -1.136 5.434
C 4.596 -1.150 4.705
C 3.217 -1.130 5.265
C 3.049 -1.070 6.641
C 1.777 -1.006 7.181
C 0.664 -1.006 6.347
C 0.825 -1.081 4.973
C 2.100 -1.147 4.427
C 2.256 -1.238 2.949
O 1.285 -1.301 2.224
C 3.635 -1.237 2.387
C 3.805 -1.283 1.008
C 5.079 -1.253 0.467
C 6.190 -1.174 1.300
C 6.027 -1.140 2.675
C 4.752 -1.176 3.224
H 3.918 -1.063 7.284
H 1.650 -0.948 8.254
H -0.330 -0.945 6.770
H -0.037 -1.084 4.319
H 2.937 -1.340 0.366
H 5.214 -1.285 -0.607
H 7.183 -1.141 0.872
H 6.888 -1.082 3.327
O 3.354 2.203 6.579
C 3.879 3.254 6.277
C 5.351 3.437 6.407
C 6.127 2.375 6.856
C 7.501 2.516 6.948
C 8.105 3.717 6.591
C 7.335 4.783 6.156
C 5.955 4.649 6.066
C 5.140 5.809 5.609
O 5.658 6.878 5.362
C 3.669 5.617 5.455
C 2.893 6.672 4.993
C 1.530 6.501 4.814
C 0.937 5.274 5.097
C 1.705 4.223 5.570
C 3.071 4.392 5.755
H 5.652 1.441 7.125
H 8.104 1.687 7.293
H 9.181 3.821 6.654
H 7.800 5.720 5.881
H 3.360 7.622 4.771
H 0.927 7.322 4.451
H -0.126 5.141 4.947
H 1.249 3.268 5.794
O 11.049 -0.677 -6.415
C 10.180 -0.806 -5.579
C 9.393 0.368 -5.105
C 9.650 1.620 -5.649
C 8.905 2.715 -5.245
C 7.898 2.564 -4.297
C 7.648 1.321 -3.741
C 8.396 0.220 -4.138
C 8.125 -1.105 -3.516
O 7.295 -1.224 -2.637
C 8.896 -2.282 -4.004
C 8.635 -3.535 -3.462
C 9.321 -4.645 -3.925
C 10.272 -4.508 -4.932
C 10.545 -3.260 -5.466
C 9.863 -2.142 -5.002
H 10.431 1.730 -6.388
H 9.104 3.689 -5.672
H 7.310 3.419 -3.991
H 6.870 1.199 -2.999
H 7.892 -3.636 -2.683
H 9.115 -5.620 -3.505
H 10.801 -5.378 -5.298
H 11.285 -3.147 -6.246
*
```

Properties
HOMO level: -9.07 eV
F_max: 0.023 hartree/bohr
gap between HOMO and LUMO: 7.91 eV
E: -130434.15318 eV
SMILES string: CCCc1c(P(=N)(O)O)ccc2c1C(=O)c1ccc(N=C=S)c(COCC)c1C2=O.O=C1c2ccccc2C(=O)c2ccccc21.O=C1c2ccccc2C(=O)c2ccccc21.O=C1c2ccccc2C(=O)c2ccccc21.O=C1c2ccccc2C(=O)c2ccccc21
ΔE to the lowest compared entry with this formula, charge and spin: 8.0 kcal/mol

=====

Computed, not measured: C2H4Cl2 in the gas phase, with the ωB97M-V functional and the def2-TZVPD basis.

```
! wB97M-V def2-TZVPD RIJCOSX def2/J DEFGRID3
* xyz 0 1
Cl 0.559 1.392 1.485
C 0.577 0.498 -0.056
C -0.583 -0.448 -0.199
Cl -0.549 -1.760 1.020
H 1.517 -0.043 -0.123
H 0.527 1.240 -0.851
H -0.506 -0.933 -1.171
H -1.541 0.052 -0.105
*
```

Properties
HOMO level: -10.84 eV
F_max: 0.005 hartree/bohr
gap between HOMO and LUMO: 11.76 eV
E: -27183.90581 eV
SMILES string: ClCCCl
ΔE to the lowest compared entry with this formula, charge and spin: 1.2 kcal/mol

=====

Computed, not measured: 2 unconnected molecules or ions with the total composition C6H10NO3 in a non-equilibrium geometry, with the ωB97M-V functional and the def2-TZVPD basis.

```
! wB97M-V def2-TZVPD RIJCOSX def2/J DEFGRID3
* xyz 1 1
C -3.559 -0.089 0.256
C -2.800 1.099 0.098
C -3.000 -1.266 -0.108
C 2.754 -0.314 1.201
C 2.125 0.195 -1.287
C 1.964 -0.751 -0.102
N 0.609 -1.011 0.421
O -2.668 -2.319 -0.275
O -0.350 -0.569 -0.195
O -3.362 2.315 0.198
H -4.597 0.083 0.400
H -1.777 1.125 -0.120
H 3.740 -0.374 0.781
H 2.599 0.711 1.666
H 2.771 -1.109 2.017
H 3.093 0.095 -1.499
H 1.698 1.234 -0.965
H 1.454 -0.282 -2.008
H 2.087 -1.840 -0.459
H -2.780 3.066 -0.022
*
```

Properties
HOMO level: -12.72 eV
F_max: 0.120 hartree/bohr
gap between HOMO and LUMO: 7.47 eV
E: -14005.00079 eV
ΔE to the lowest compared entry with this formula, charge and spin: 86.5 kcal/mol

=====

Computed, not measured: a molecular structure, C25H26CuFN6O3S2, with the ωB97M-V functional and the def2-TZVPD basis.

```
! wB97M-V def2-TZVPD RIJCOSX def2/J DEFGRID3
* xyz 0 1
Cu -0.189 3.335 -2.965
C 2.648 4.829 -7.180
S 2.748 3.122 -6.612
C 1.451 3.035 -5.430
S 0.484 4.363 -5.030
N 1.343 1.789 -4.989
N 0.480 1.662 -3.979
C 0.059 0.478 -3.673
C -0.935 0.359 -2.619
C -1.265 -0.876 -2.046
C -2.232 -0.925 -1.063
C -2.863 0.252 -0.669
C -2.478 1.429 -1.294
N -1.550 1.491 -2.236
H 3.406 4.925 -7.957
H 2.846 5.521 -6.367
H 1.661 5.027 -7.591
H 0.412 -0.397 -4.214
H -0.754 -1.771 -2.383
H -2.514 -1.874 -0.622
H -3.645 0.258 0.078
H -2.937 2.376 -1.033
F 2.401 -2.292 -0.305
C 1.567 -1.376 0.253
C 1.526 -0.099 -0.241
C 0.700 0.847 0.360
C 0.633 2.205 -0.245
O 1.391 2.486 -1.161
C -0.402 3.066 0.319
C -1.074 2.650 1.409
N -0.923 1.432 2.026
C -1.766 1.096 3.137
C -1.127 0.841 4.474
C -1.915 2.097 4.238
C -0.090 0.488 1.465
C -0.048 -0.829 1.935
C 0.771 -1.765 1.326
N 0.766 -3.111 1.829
C 1.879 -3.455 2.703
C 1.392 -4.585 3.635
N 0.115 -5.116 3.056
C 0.292 -5.476 1.615
C 0.563 -4.165 0.843
C -0.866 4.404 -0.292
O -1.385 5.201 0.491
O -0.745 4.529 -1.542
H 2.122 0.200 -1.095
H -1.810 3.313 1.845
H -2.640 0.504 2.879
H -0.051 0.935 4.524
H -1.550 0.071 5.106
H -1.364 3.021 4.144
H -2.888 2.195 4.695
H -0.680 -1.148 2.751
H 2.153 -2.583 3.293
H 2.763 -3.773 2.136
H 1.159 -4.219 4.633
H 2.090 -5.416 3.708
H -0.544 -4.330 3.075
H -0.240 -5.899 3.600
H -0.611 -5.979 1.275
H 1.127 -6.172 1.565
H -0.293 -3.892 0.227
H 1.424 -4.310 0.186
*
```

Properties
HOMO level: -5.39 eV
F_max: 0.011 hartree/bohr
gap between HOMO and LUMO: 3.60 eV
E: -110454.89294 eV
ΔE to the lowest compared entry with this formula, charge and spin: 0.0 kcal/mol

=====

Computed, not measured: C8H14N2O5S in the gas phase, with the ωB97M-V functional and the def2-TZVPD basis.

```
! wB97M-V def2-TZVPD RIJCOSX def2/J DEFGRID3
* xyz 0 1
N -2.194 -1.696 0.273
C -0.842 -1.920 -0.256
C -0.690 -1.735 -1.781
C -0.797 -0.290 -2.286
C 0.528 0.440 -2.422
O 0.745 1.592 -2.106
O 1.457 -0.299 -3.064
C 0.140 -1.007 0.484
O 1.177 -0.674 -0.057
N -0.256 -0.579 1.722
C 0.175 0.757 2.127
C 1.643 0.828 2.585
S 2.102 2.356 3.466
C -0.193 1.686 0.962
O -1.274 1.612 0.430
O 0.778 2.488 0.512
H -2.516 -0.759 0.019
H -2.857 -2.354 -0.130
H -0.564 -2.956 -0.037
H 0.274 -2.153 -2.112
H -1.468 -2.353 -2.264
H -1.239 -0.270 -3.288
H -1.418 0.326 -1.631
H 2.278 0.199 -3.093
H -1.210 -0.852 1.944
H -0.441 1.083 2.958
H 1.788 0.016 3.316
H 2.333 0.632 1.755
H 1.992 3.177 2.385
H 0.551 2.707 -0.412
*
```

Properties
HOMO level: -9.09 eV
F_max: 0.013 hartree/bohr
gap between HOMO and LUMO: 9.76 eV
E: -32577.83907 eV
SMILES string: N[C@@H](CCC(=O)O)C(=O)N[C@@H](CS)C(=O)O
ΔE to the lowest compared entry with this formula, charge and spin: 0.0 kcal/mol

=====

Computed, not measured: a molecular structure, C26H27CrN2O5, with the ωB97M-V functional and the def2-TZVPD basis.

```
! wB97M-V def2-TZVPD RIJCOSX def2/J DEFGRID3
* xyz -2 2
Cr 0.226 -0.987 -0.251
O -1.341 -6.923 0.003
C -0.956 -5.609 -0.083
C -0.812 -4.976 -1.312
C -0.423 -3.651 -1.318
N -0.206 -2.992 -0.185
C -0.310 -3.600 0.994
C -0.693 -4.923 1.095
C 0.083 -2.701 2.165
O 0.013 -3.168 3.305
O 0.464 -1.553 1.793
C -0.150 -2.820 -2.568
O -0.341 -3.349 -3.668
O 0.277 -1.662 -2.297
H -1.475 -7.246 -0.894
H -0.979 -5.475 -2.259
H -0.768 -5.389 2.067
C 2.355 -0.983 -0.373
C 2.925 0.131 0.390
C 3.275 0.013 1.747
C 3.763 1.088 2.472
C 3.927 2.336 1.880
C 3.579 2.479 0.540
C 3.093 1.405 -0.185
H 2.677 -1.951 0.028
H 2.605 -0.924 -1.436
H 3.117 -0.941 2.237
H 4.004 0.953 3.522
H 4.295 3.180 2.452
H 3.674 3.447 0.057
H 2.803 1.543 -1.222
C -2.077 0.512 2.544
C -1.322 1.821 2.293
C 0.174 1.685 2.584
C -1.595 2.398 0.915
C -2.200 3.646 0.851
C -2.478 4.280 -0.352
C -2.129 3.624 -1.524
C -1.526 2.374 -1.525
C -1.196 1.753 -2.871
C 0.304 1.518 -3.067
C -2.019 0.489 -3.138
C -1.244 1.712 -0.289
N -0.676 0.480 -0.263
H -1.850 0.125 3.542
H -1.780 -0.242 1.818
H -3.156 0.673 2.466
H -1.720 2.558 3.003
H 0.641 0.961 1.922
H 0.333 1.341 3.611
H 0.682 2.645 2.455
H -2.453 4.140 1.786
H -2.947 5.257 -0.375
H -2.330 4.097 -2.482
H -1.499 2.496 -3.620
H 0.681 0.778 -2.366
H 0.853 2.453 -2.921
H 0.499 1.151 -4.080
H -1.841 -0.250 -2.361
H -1.742 0.039 -4.095
H -3.086 0.733 -3.159
*
```

Properties
HOMO level (alpha / beta): -0.78 / -0.97 eV
F_max: 0.003 hartree/bohr
<S²>: 0.7790
gap between HOMO and LUMO (alpha / beta): 5.01 / 5.20 eV
E: -69041.58534 eV
ΔE to the lowest compared entry with this formula, charge and spin: 0.1 kcal/mol

=====

Computed, not measured: a molecular structure, C16H12IrN5O7S, with the ωB97M-V functional and the def2-TZVPD basis.

```
! wB97M-V def2-TZVPD RIJCOSX def2/J DEFGRID3
* xyz 0 1
Ir 0.191 -1.185 0.007
S 1.589 -4.496 2.576
C -0.058 -4.850 2.254
C -0.656 -3.895 1.497
C 0.225 -2.806 1.169
C 1.473 -3.033 1.711
C 2.538 -2.054 1.529
C 3.825 -2.180 2.008
C 4.744 -1.174 1.747
C 4.336 -0.075 1.020
C 3.027 -0.010 0.565
N 2.143 -0.979 0.809
H -0.491 -5.753 2.651
H -1.698 -3.924 1.225
H 4.096 -3.062 2.572
H 5.763 -1.256 2.101
H 5.010 0.735 0.784
H 2.702 0.832 -0.023
O 2.165 1.847 -1.686
C 1.091 1.306 -1.498
O 0.913 0.013 -1.516
C -0.149 2.098 -1.303
C -0.236 3.345 -1.871
C -1.428 4.050 -1.808
C -2.547 3.486 -1.250
C -2.463 2.218 -0.705
C -1.232 1.511 -0.597
O -1.094 0.475 0.187
N -3.735 1.643 -0.280
O -4.650 2.387 -0.016
O -3.828 0.426 -0.280
N -1.522 5.387 -2.397
O -2.607 5.935 -2.389
O -0.504 5.870 -2.853
H 0.633 3.768 -2.356
H -3.492 4.009 -1.258
N -2.657 -1.973 0.306
N -1.674 -1.805 -0.738
H -3.572 -1.922 -0.130
H -2.583 -1.124 0.857
H -1.982 -1.091 -1.399
H -1.606 -2.694 -1.224
*
```

Properties
HOMO level (alpha / beta): -8.83 / -8.82 eV
F_max: 0.019 hartree/bohr
gap between HOMO and LUMO (alpha / beta): 6.91 / 6.83 eV
E: -52237.23042 eV
ΔE to the lowest compared entry with this formula, charge and spin: 33.8 kcal/mol

=====

Computed, not measured: 2 unconnected molecules or ions with the total composition CH3NOS2 in a non-equilibrium geometry, with the ωB97M-V functional and the def2-TZVPD basis.

```
! wB97M-V def2-TZVPD RIJCOSX def2/J DEFGRID3
* xyz 0 1
C 0.393 -0.101 -0.070
N -1.045 0.481 -1.401
O -3.175 2.059 -0.867
S -2.246 -0.606 -1.594
S -2.397 1.016 -0.333
H -0.050 -1.119 -0.253
H 1.350 0.167 -0.594
H 0.194 0.546 0.815
*
```

Properties
HOMO level (alpha / beta): -8.56 / -8.56 eV
F_max: 0.094 hartree/bohr
gap between HOMO and LUMO (alpha / beta): 8.50 / 8.51 eV
E: -26289.50712 eV
ΔE to the lowest compared entry with this formula, charge and spin: 79.8 kcal/mol